(1)
{"formula": "C25H29N3O2", "method": "ωB97M-V with the def2-TZVPD basis set", "homo_lumo_gap_ev": 8.5864, "e_homo_ev": -8.2, "relative_energy_ev": 1.8211, "total_charge": 0, "total_energy_ha": -1284.7880, "elements": ["C", "O", "C", "C", "C", "C", "C", "C", "O", "C", "C", "C", "C", "N", "C", "C", "C", "C", "C", "C", "N", "N", "C", "C", "C", "C", "C", "C", "C", "C", "H", "H", "H", "H", "H", "H", "H", "H", "H", "H", "H", "H", "H", "H", "H", "H", "H", "H", "H", "H", "H", "H", "H", "H", "H", "H", "H", "H", "H"], "coordinates": [[-8.8638, -0.3035, 0.0697], [-8.3126, 0.9803, 0.2503], [-6.9635, 1.0961, 0.3534], [-6.4720, 2.3902, 0.5458], [-5.1152, 2.6062, 0.6685], [-4.2193, 1.5524, 0.5926], [-4.6932, 0.2595, 0.3933], [-3.8233, -0.9432, 0.2899], [-4.2858, -2.0580, 0.4081], [-2.3590, -0.7166, -0.0258], [-2.2221, -0.2264, -1.4759], [-0.7454, -0.0740, -1.8314], [-0.0028, -1.3902, -1.5678], [-0.1557, -1.8831, -0.2121], [0.6456, -1.1684, 0.7667], [2.1110, -1.4051, 0.5153], [2.5785, -2.7016, 0.3271], [3.9181, -2.9272, 0.0755], [4.8151, -1.8733, 0.0225], [4.3599, -0.5783, 0.2380], [5.2126, 0.5314, 0.1907], [4.7351, 1.6921, -0.2867], [5.7148, 2.5688, -0.2059], [5.5527, 3.9739, -0.6636], [6.8569, 1.9676, 0.3582], [6.5048, 0.6604, 0.6037], [7.2999, -0.4126, 1.2562], [3.0055, -0.3509, 0.4690], [-1.5527, -2.0169, 0.1352], [-6.0676, 0.0400, 0.2817], [-9.9417, -0.1565, 0.0247], [-8.5206, -0.7594, -0.8641], [-8.6219, -0.9649, 0.9071], [-7.1768, 3.2047, 0.6003], [-4.7488, 3.6096, 0.8262], [-3.1660, 1.7503, 0.7077], [-1.9565, 0.0415, 0.6520], [-2.7497, 0.7208, -1.6100], [-2.6809, -0.9646, -2.1393], [-0.6395, 0.1979, -2.8824], [-0.3019, 0.7257, -1.2345], [1.0632, -1.2707, -1.7727], [-0.3959, -2.1620, -2.2377], [0.3886, -1.5712, 1.7526], [0.4544, -0.0833, 0.7889], [1.8762, -3.5195, 0.3584], [4.2734, -3.9335, -0.0909], [5.8498, -2.0598, -0.2130], [4.5488, 4.1154, -1.0534], [5.7174, 4.6630, 0.1640], [6.2763, 4.2034, -1.4447], [7.8012, 2.4312, 0.5608], [6.6639, -1.0533, 1.8646], [8.0562, 0.0426, 1.8921], [7.8132, -1.0304, 0.5183], [2.6750, 0.6682, 0.6000], [-1.6320, -2.3775, 1.1635], [-1.9881, -2.7792, -0.5179], [-6.3939, -0.9779, 0.1368]], "lowdin_charge": [-0.08, -0.08, -0.26, 0.00, -0.07, -0.04, -0.14, -0.32, 0.11, -0.23, -0.14, -0.16, -0.18, -0.17, -0.15, -0.21, -0.04, -0.07, -0.02, -0.18, -0.06, 0.12, -0.35, -0.04, 0.01, -0.25, -0.03, 0.03, -0.15, 0.05, 0.09, 0.10, 0.10, 0.12, 0.11, 0.11, 0.14, 0.11, 0.13, 0.11, 0.11, 0.12, 0.13, 0.13, 0.12, 0.11, 0.10, 0.10, 0.07, 0.08, 0.08, 0.11, 0.08, 0.08, 0.08, 0.11, 0.13, 0.13, 0.11]}

(2)
{"formula": "C25H29N5O7S", "method": "ωB97M-V with the def2-TZVPD basis set", "homo_lumo_gap_ev": 8.1166, "e_homo_ev": -8.0, "relative_energy_ev": 0.0000, "total_charge": 0, "total_energy_ha": -2168.7555, "elements": ["C", "O", "C", "C", "C", "O", "C", "C", "C", "N", "C", "O", "C", "S", "N", "C", "C", "N", "O", "C", "N", "C", "C", "O", "N", "C", "C", "C", "C", "C", "O", "C", "C", "C", "C", "C", "O", "C", "H", "H", "H", "H", "H", "H", "H", "H", "H", "H", "H", "H", "H", "H", "H", "H", "H", "H", "H", "H", "H", "H", "H", "H", "H", "H", "H", "H", "H"], "coordinates": [[-1.3725, -2.1600, 3.7409], [-0.9842, -2.9800, 2.6641], [-0.8723, -2.4199, 1.4319], [-0.5694, -3.2905, 0.3910], [-0.4378, -2.8294, -0.9143], [-0.1518, -3.7673, -1.8509], [-0.0613, -3.3643, -3.1985], [-0.5952, -1.4723, -1.1829], [-0.8734, -0.6071, -0.1355], [-0.9504, 0.7852, -0.3865], [-2.1037, 1.5120, -0.3273], [-2.0832, 2.7401, -0.3242], [-3.3668, 0.7983, -0.3167], [-3.6491, -0.9123, -0.4334], [-5.2604, -0.7737, -0.4518], [-5.6574, 0.4792, -0.3753], [-7.0888, 0.8371, -0.3990], [-7.9161, -0.2234, -0.4794], [-7.4787, 1.9932, -0.3530], [-4.6070, 1.4491, -0.2963], [-4.8082, 2.7643, -0.1925], [0.3164, 1.5124, -0.4696], [1.1640, 0.9535, -1.6334], [1.0344, 1.3770, -2.7635], [2.0074, -0.0359, -1.2985], [3.0025, -0.5672, -2.1939], [4.3906, -0.0066, -1.8383], [4.4870, 1.5207, -2.0284], [4.5194, 2.0621, -0.5985], [5.1435, 0.8910, 0.1564], [4.6391, -0.2754, -0.4615], [1.0190, 1.5422, 0.8486], [1.2784, 2.5817, 1.6905], [1.9558, 2.0325, 2.8095], [2.0607, 0.6940, 2.5804], [2.6749, -0.4146, 3.3565], [1.4910, 0.3883, 1.3921], [-1.0249, -1.0628, 1.1679], [-2.3530, -1.7065, 3.5659], [-1.4296, -2.8183, 4.6063], [-0.6385, -1.3712, 3.9363], [-0.4438, -4.3398, 0.5980], [-1.0053, -2.9396, -3.5527], [0.7430, -2.6378, -3.3498], [0.1600, -4.2700, -3.7606], [-0.5106, -1.0716, -2.1788], [-7.5261, -1.1487, -0.5276], [-8.9108, -0.0807, -0.5152], [-5.7598, 3.0955, -0.2635], [-3.9971, 3.3643, -0.2395], [0.0401, 2.5416, -0.7331], [2.1168, -0.3036, -0.3311], [3.0191, -1.6563, -2.0967], [2.7378, -0.2854, -3.2147], [5.1420, -0.5281, -2.4488], [3.6437, 1.9043, -2.5973], [5.4070, 1.7760, -2.5537], [5.1042, 2.9735, -0.5032], [3.5089, 2.2521, -0.2345], [4.8720, 0.8555, 1.2129], [6.2398, 0.9165, 0.0695], [1.0174, 3.6078, 1.5339], [2.3121, 2.5661, 3.6665], [1.9630, -1.2291, 3.4848], [3.5393, -0.8150, 2.8259], [2.9909, -0.0536, 4.3304], [-1.2538, -0.3495, 1.9433]], "lowdin_charge": [-0.08, -0.07, -0.26, 0.09, -0.26, -0.07, -0.07, 0.01, -0.31, 0.05, -0.42, 0.06, -0.30, 1.12, -0.26, -0.26, -0.49, 0.17, 0.05, -0.27, 0.17, -0.09, -0.45, 0.08, 0.10, -0.11, -0.30, -0.11, -0.14, -0.19, -0.11, -0.22, 0.01, -0.01, -0.32, 0.01, 0.04, 0.00, 0.10, 0.10, 0.09, 0.13, 0.10, 0.09, 0.10, 0.12, 0.09, 0.11, 0.09, 0.09, 0.16, 0.13, 0.13, 0.13, 0.15, 0.11, 0.11, 0.11, 0.10, 0.11, 0.12, 0.12, 0.11, 0.08, 0.08, 0.09, 0.13]}

(3)
{"formula": "C25H29N5O7Zr", "method": "ωB97M-V with the def2-TZVPD basis set", "homo_lumo_gap_ev": 6.4110, "e_homo_ev": -12.9, "relative_energy_ev": 0.9700, "total_charge": 2, "total_energy_ha": -1817.2397, "elements": ["Zr", "O", "C", "O", "C", "C", "C", "C", "C", "O", "C", "C", "O", "O", "H", "H", "H", "H", "H", "H", "H", "H", "O", "C", "C", "C", "C", "C", "C", "C", "O", "N", "N", "C", "C", "C", "C", "C", "C", "N", "H", "H", "H", "H", "H", "H", "H", "H", "H", "H", "N", "C", "C", "N", "C", "C", "H", "H", "H", "H", "H", "H", "H", "H", "H", "H", "H"], "coordinates": [[-0.0900, 0.5452, 0.3134], [-0.9252, 3.0097, 2.9008], [-0.1197, 2.3046, 2.3835], [0.2101, 2.3376, 1.0639], [0.6798, 1.2227, 3.1490], [1.9784, 0.8049, 2.4058], [2.9220, 0.0504, 3.3151], [2.1687, -1.2876, 3.5385], [0.9387, -1.1446, 2.6575], [1.4567, -0.3005, 1.5222], [-0.0857, -0.1685, 3.2894], [-1.4413, -0.3534, 2.5520], [-2.1424, -1.2735, 2.8329], [-1.6669, 0.5137, 1.5376], [0.9018, 1.6377, 4.1282], [2.4260, 1.5755, 1.7956], [3.1041, 0.6042, 4.2330], [3.8740, -0.1127, 2.8180], [1.8713, -1.4449, 4.5732], [2.7671, -2.1392, 3.2245], [0.5190, -2.0695, 2.2787], [-0.2769, -0.4290, 4.3243], [1.8961, -4.3176, -1.5718], [0.9361, -4.5693, -0.6765], [0.8269, -5.8869, -0.2305], [-0.1304, -6.2286, 0.6941], [-1.0300, -5.2782, 1.1989], [-0.9524, -3.9853, 0.7531], [0.0340, -3.5970, -0.1817], [0.1113, -2.2027, -0.5463], [-0.7792, -1.3368, -0.0783], [1.1203, -1.7754, -1.2869], [1.1601, -0.4014, -1.3164], [2.1086, 0.1677, -1.9460], [2.1418, 1.6395, -1.9263], [3.2348, 2.3405, -2.3918], [3.2180, 3.7255, -2.3021], [2.1090, 4.3427, -1.7512], [1.0585, 3.5559, -1.3063], [1.0516, 2.2267, -1.3982], [1.8878, -3.3592, -1.7793], [1.5155, -6.6185, -0.6322], [-0.1886, -7.2546, 1.0356], [-1.7762, -5.5618, 1.9281], [-1.6410, -3.2364, 1.1254], [2.8618, -0.4151, -2.4670], [4.0829, 1.8103, -2.8081], [4.0610, 4.3091, -2.6493], [2.0543, 5.4182, -1.6519], [0.1962, 4.0133, -0.8387], [-3.8320, 2.2332, -2.9047], [-3.9843, 2.3039, -1.4017], [-2.6129, 2.2744, -0.7587], [-1.8392, 1.0678, -1.1552], [-1.7077, 0.9911, -2.6231], [-3.0590, 1.0026, -3.3186], [-3.3389, 3.0670, -3.2315], [-4.7482, 2.2467, -3.3563], [-4.5787, 1.4393, -1.1089], [-4.5332, 3.2093, -1.1554], [-2.7301, 2.2979, 0.3210], [-2.0318, 3.1519, -1.0473], [-2.3391, 0.2410, -0.8202], [-1.1863, 0.0771, -2.8974], [-1.0937, 1.8307, -2.9485], [-3.6657, 0.1461, -3.0285], [-2.9575, 1.0123, -4.4009]], "lowdin_charge": [1.91, 0.17, -0.54, -0.25, -0.07, -0.20, -0.07, -0.06, -0.17, -0.22, -0.06, -0.52, 0.16, -0.21, 0.17, 0.16, 0.14, 0.13, 0.14, 0.13, 0.16, 0.17, 0.09, -0.25, 0.01, -0.04, -0.06, -0.02, -0.09, -0.37, -0.21, 0.07, -0.12, -0.02, -0.25, 0.01, -0.01, -0.01, -0.11, 0.03, 0.08, 0.13, 0.12, 0.11, 0.11, 0.15, 0.13, 0.13, 0.12, 0.11, 0.07, -0.07, -0.15, -0.14, -0.16, -0.07, 0.19, 0.19, 0.15, 0.15, 0.13, 0.13, 0.12, 0.13, 0.12, 0.15, 0.15]}

(4)
{"formula": "C25H29NO4OsSi", "method": "ωB97M-V with the def2-TZVPD basis set", "spin_multiplicity": 5, "homo_lumo_gap_ev": [7.7781, 4.0148], "e_homo_ev": [-13.9, -13.9], "s2": 6.0321, "total_charge": 2, "total_energy_ha": -1705.2847, "elements": ["Os", "O", "C", "C", "O", "O", "C", "C", "C", "C", "C", "C", "C", "C", "C", "C", "C", "C", "H", "H", "H", "H", "H", "H", "H", "H", "H", "H", "H", "C", "N", "C", "C", "O", "H", "H", "H", "H", "H", "H", "H", "C", "Si", "C", "C", "C", "C", "C", "C", "C", "H", "H", "H", "H", "H", "H", "H", "H", "H", "H", "H"], "coordinates": [[0.2455, 0.9146, -1.4994], [0.3074, 1.2600, 0.9959], [1.4938, 0.7381, 1.6131], [2.4133, 0.1922, 0.4294], [3.5357, -0.1276, 0.6562], [1.7811, 0.0508, -0.7149], [2.1667, 1.8003, 2.4467], [3.1777, 2.6105, 1.9452], [3.6857, 3.6379, 2.7263], [3.1861, 3.8631, 4.0025], [2.1740, 3.0583, 4.5055], [1.6646, 2.0290, 3.7287], [1.2451, -0.5513, 2.3213], [0.0752, -1.3190, 2.0533], [-0.0795, -2.5300, 2.6480], [0.9357, -3.0249, 3.5230], [2.1057, -2.2808, 3.7848], [2.2771, -1.0746, 3.1790], [-0.1182, 1.8540, 1.6309], [3.5924, 2.4366, 0.9607], [4.4807, 4.2605, 2.3387], [3.5906, 4.6631, 4.6078], [1.7860, 3.2259, 5.5014], [0.8740, 1.3976, 4.1279], [-0.6760, -0.9271, 1.3846], [-0.9618, -3.1265, 2.4583], [0.8133, -3.9999, 3.9789], [2.8683, -2.6773, 4.4408], [3.1849, -0.5046, 3.3248], [-3.7608, 4.1366, -3.5145], [-2.9351, 3.1957, -2.7487], [-3.5687, 2.5645, -1.5957], [-1.7090, 2.9547, -3.1044], [-0.9176, 2.1517, -2.5308], [-4.5716, 3.5983, -4.0019], [-3.1578, 4.6390, -4.2659], [-4.1794, 4.8790, -2.8379], [-4.5176, 2.1296, -1.9049], [-3.7582, 3.3162, -0.8300], [-2.9293, 1.7852, -1.1993], [-1.3486, 3.4909, -3.9805], [-1.8032, -0.7235, -3.6236], [-1.0799, -1.0521, -1.9352], [-2.4667, -1.1796, -0.6733], [-0.1575, -2.6684, -1.9158], [-0.9901, -3.7854, -2.0752], [-0.4643, -5.0688, -2.0769], [0.9020, -5.2575, -1.9159], [1.7392, -4.1626, -1.7603], [1.2145, -2.8748, -1.7611], [-2.4149, -1.5861, -3.9036], [-1.0259, -0.6086, -4.3807], [-2.4456, 0.1593, -3.6400], [-3.3354, -1.6329, -1.1597], [-2.7923, -0.2253, -0.2549], [-2.1826, -1.8360, 0.1510], [-2.0618, -3.6629, -2.2028], [-1.1199, -5.9193, -2.2106], [1.3132, -6.2584, -1.9249], [2.8068, -4.3069, -1.6540], [1.8933, -2.0402, -1.6674]], "lowdin_charge": [1.38, -0.08, -0.32, -0.51, 0.19, -0.23, -0.18, 0.00, -0.03, -0.04, -0.04, -0.03, -0.04, 0.04, 0.03, 0.08, 0.01, 0.06, 0.14, 0.13, 0.12, 0.12, 0.12, 0.13, 0.10, 0.13, 0.14, 0.14, 0.15, 0.01, -0.13, 0.02, -0.22, -0.26, 0.11, 0.10, 0.11, 0.12, 0.11, 0.06, 0.17, -0.20, 0.49, -0.20, -0.30, -0.10, -0.06, -0.06, -0.07, -0.10, 0.05, 0.05, 0.02, 0.05, 0.01, 0.02, 0.10, 0.11, 0.11, 0.11, 0.08]}